Entry from the Open Molecules 2025 dataset: a molecular structure, C8H18I2NOP2SeSm (the ωB97M-V functional and the def2-TZVPD basis).

```
34
Properties=species:S:1:pos:R:3:forces:R:3:lowdin_charge:R:1
I 2.9908 3.9038 -0.2921 -0.394 -0.333 -0.508 0.13
I 1.6821 3.2577 -2.5907 0.220 -0.014 0.704 0.12
Sm 0.3954 0.1301 0.3914 -0.287 -0.721 0.596 1.18
P 1.7687 -1.5729 -1.1654 0.797 -0.727 0.189 0.67
C 1.3331 -2.2177 -2.7899 0.025 -0.088 -0.176 -0.24
C 3.3533 -0.6140 -1.2425 -0.134 -0.122 -0.152 -0.26
H 4.1531 -1.2863 -1.5973 -0.137 0.508 0.108 0.07
H 2.9097 -3.6302 -0.3447 -0.382 0.306 0.171 0.07
H 3.6398 -0.2034 -0.2569 -0.074 -0.418 -0.166 0.05
H 2.3349 -2.6201 1.0284 0.121 0.034 -0.447 0.05
H 1.1402 -1.3617 -3.4515 0.248 -0.269 0.028 0.06
H 3.2360 0.2728 -1.8898 0.104 -0.536 -0.064 0.02
C 2.0886 -2.9826 0.0136 -0.198 0.125 -0.182 -0.23
H 2.1198 -2.8739 -3.1967 -0.401 0.254 0.048 0.08
H 1.1590 -3.5625 0.1437 0.368 0.139 -0.310 0.05
H 0.3789 -2.7544 -2.6853 0.353 -0.053 -0.039 0.07
P -1.6665 1.6185 1.2528 -0.272 0.454 0.887 0.67
C -3.2112 2.0021 0.4089 -0.155 0.095 -0.039 -0.24
C -2.0215 0.8408 2.9110 -0.011 -0.054 -0.333 -0.23
H 0.2440 2.9610 2.1287 -0.473 -0.107 0.137 0.04
H -1.3352 3.8183 2.2655 0.447 -0.060 -0.287 0.07
H -0.4176 3.6732 0.6909 -0.475 -0.020 0.263 0.03
C -0.7177 3.1664 1.6236 -0.181 -0.004 -0.104 -0.27
H -1.0910 0.5698 3.4426 -0.229 0.347 -0.203 0.05
H -2.6174 1.5163 3.5517 0.281 -0.311 -0.304 0.07
H -3.8511 2.6713 1.0069 0.161 -0.280 -0.349 0.08
H -3.7152 1.0479 0.1969 -0.017 0.283 0.222 0.07
H -2.5443 -0.1182 2.7554 -0.018 0.497 -0.027 0.05
H -2.9626 2.4470 -0.5647 -0.150 0.107 0.317 0.06
C -1.1698 0.0715 -1.7595 -2.044 -0.930 -1.558 -0.09
O -1.9868 -0.2624 -2.4800 2.035 0.918 1.651 0.16
Se -2.8470 -3.8229 1.0228 0.419 0.646 -0.250 0.78
C -1.7679 -2.4841 0.7800 -2.241 -2.935 0.651 -0.97
N -1.0048 -1.6009 0.6922 2.695 3.269 -0.476 -0.21
```
Forces are in eV/Å.

Calculated values
Lowest unoccupied orbital energy (spin up / spin down) = -8.5937 / -7.7854 eV
Kohn-Sham gap (spin up / spin down) = 5.398 / 6.266 eV
Net charge = +2
Largest force on an atom = 4.26 eV/Å
2S+1 = 6
E_HOMO (spin up / spin down) = -13.99 / -14.05 eV
E = -130139.5313 eV